{"formula": "C33H33FMoN9O6S", "method": "ωB97M-V/def2-TZVPD", "elements": ["Mo", "O", "N", "O", "C", "C", "C", "C", "C", "C", "N", "C", "C", "N", "C", "C", "C", "C", "H", "H", "H", "H", "H", "H", "H", "C", "C", "N", "C", "C", "C", "O", "O", "C", "O", "C", "C", "C", "F", "C", "C", "C", "N", "C", "C", "N", "C", "C", "H", "H", "H", "H", "H", "H", "H", "H", "H", "H", "H", "H", "H", "H", "H", "H", "H", "H", "C", "N", "C", "S", "N", "C", "H", "H", "H", "H", "H", "H", "H", "H", "O", "C", "N", "C"], "positions_angstrom": [[-0.597688, 2.659885, -0.604310], [-5.239876, 6.095431, 4.543464], [-5.250448, 5.873972, 3.358909], [-6.032631, 6.337731, 2.558669], [-4.103906, 5.083972, 2.819013], [-3.316287, 4.498470, 3.743623], [-2.203325, 3.689453, 3.350761], [-1.321875, 3.098173, 4.271972], [-0.258939, 2.363607, 3.807464], [-0.082887, 2.220358, 2.428817], [-0.914527, 2.756383, 1.544801], [-1.963782, 3.491274, 1.991220], [-2.805058, 4.116760, 1.014231], [-2.474600, 3.908301, -0.285599], [-3.142484, 4.533685, -1.241994], [-4.198371, 5.394265, -0.950419], [-4.568714, 5.603979, 0.354945], [-3.869975, 4.951565, 1.394992], [-3.535429, 4.649936, 4.791949], [-1.480417, 3.240526, 5.332666], [0.452765, 1.911398, 4.482093], [0.761990, 1.677292, 2.023831], [-2.820487, 4.362117, -2.261926], [-4.712691, 5.894764, -1.757576], [-5.382809, 6.269146, 0.589975], [5.411651, -2.195049, -0.214884], [4.066573, -2.868571, -0.044631], [2.890080, -1.964731, -0.164531], [3.048962, -0.656769, -0.324807], [2.005294, 0.248516, -0.418171], [2.363127, 1.681621, -0.621266], [3.476236, 2.019413, -0.942028], [1.373820, 2.523564, -0.426447], [0.687495, -0.211363, -0.353701], [-0.351299, 0.544365, -0.447843], [0.498765, -1.631592, -0.196187], [-0.788896, -2.185497, -0.143390], [-0.960724, -3.526246, -0.010301], [-2.215326, -3.998504, -0.025404], [0.127552, -4.434310, 0.107736], [1.401412, -3.877731, 0.068294], [1.601290, -2.497926, -0.099962], [-0.043952, -5.810967, 0.261299], [0.843048, -6.743070, -0.418598], [1.317320, -7.814114, 0.567240], [0.214064, -8.058234, 1.570464], [-1.130482, -7.898945, 0.927189], [-1.339074, -6.422820, 0.579436], [6.176218, -2.968131, -0.162611], [5.624864, -1.477733, 0.576182], [5.512455, -1.707145, -1.183464], [3.999135, -3.334948, 0.940114], [3.939961, -3.643103, -0.802757], [4.058310, -0.278812, -0.386388], [-1.659335, -1.551775, -0.237142], [2.254565, -4.523289, 0.198867], [1.706462, -6.233046, -0.835496], [0.323130, -7.206993, -1.263610], [2.197758, -7.517065, 1.134308], [1.516685, -8.762085, 0.069991], [0.299206, -7.383527, 2.333298], [0.311695, -8.987508, 1.984079], [-1.890943, -8.256123, 1.618315], [-1.124560, -8.546885, 0.052082], [-1.777972, -5.905935, 1.431363], [-2.051996, -6.377124, -0.246784], [1.454741, 5.511878, -3.143865], [1.962494, 4.160961, -3.386781], [1.298029, 3.034423, -3.332339], [-0.431879, 2.972367, -3.012622], [1.924865, 1.884024, -3.600361], [1.291246, 0.596236, -3.854472], [2.161323, 6.202902, -3.593416], [1.375434, 5.709334, -2.076333], [0.486744, 5.631594, -3.625899], [2.956403, 4.093500, -3.562589], [2.894038, 1.959913, -3.877474], [0.469770, 0.441247, -3.160224], [2.040839, -0.177851, -3.705365], [0.911350, 0.534157, -4.875136], [-3.306366, 1.075539, -1.358941], [-2.364253, 1.626010, -1.091685], [0.148394, 5.801558, -0.148596], [-0.123321, 4.699916, -0.345292]], "atomic_forces_ev_per_a": [[-0.9, -0.7, -1.4], [-0.2, -0.3, 0.1], [0.7, 0.9, -0.1], [-0.3, -0.3, 0.1], [-0.1, -0.3, 0.1], [0.0, 0.0, -0.1], [0.0, 0.0, -0.1], [0.0, 0.0, 0.0], [0.0, 0.0, -0.1], [0.0, 0.1, 0.0], [0.1, 0.2, 0.1], [-0.1, 0.0, 0.1], [0.0, 0.1, 0.1], [0.2, -0.1, 0.0], [-0.1, 0.1, 0.0], [0.1, -0.1, 0.0], [0.0, 0.0, 0.0], [0.1, -0.1, 0.0], [0.0, 0.0, 0.0], [0.0, 0.0, 0.0], [0.0, 0.0, 0.0], [0.0, 0.0, 0.0], [0.0, 0.0, 0.0], [0.0, 0.0, 0.0], [0.0, 0.0, 0.0], [0.0, 0.0, 0.0], [0.0, 0.0, 0.0], [-0.1, 0.1, 0.0], [-0.1, -0.1, 0.0], [0.1, -0.1, 0.0], [-0.2, 0.2, 0.0], [0.1, -0.1, 0.1], [0.4, -0.2, 0.0], [0.2, -0.1, 0.0], [-0.1, 0.5, 0.1], [0.0, 0.0, 0.0], [0.0, 0.0, 0.0], [0.1, -0.1, 0.0], [0.0, -0.1, 0.0], [-0.1, 0.1, 0.0], [-0.1, 0.1, 0.0], [0.1, -0.1, 0.0], [0.0, 0.0, 0.0], [0.1, 0.0, -0.1], [0.0, -0.1, 0.0], [0.0, 0.0, 0.1], [0.0, -0.1, 0.0], [-0.1, 0.1, 0.0], [0.0, 0.0, 0.0], [0.0, 0.0, 0.0], [0.0, 0.0, 0.0], [0.0, 0.0, 0.0], [0.0, 0.0, 0.0], [0.0, 0.0, 0.0], [0.0, 0.0, 0.0], [0.0, 0.0, 0.0], [0.0, 0.0, 0.0], [0.0, 0.0, 0.0], [0.0, 0.0, 0.0], [0.0, 0.0, 0.0], [0.0, 0.0, 0.0], [0.0, 0.0, 0.0], [0.0, 0.0, 0.0], [0.0, 0.0, 0.0], [0.0, 0.0, 0.0], [0.0, 0.0, 0.0], [0.0, 0.1, 0.1], [0.1, -0.1, 0.1], [0.2, 0.0, -0.2], [-0.1, -0.2, 0.8], [-0.2, 0.3, -0.1], [0.0, 0.0, 0.0], [0.0, 0.0, 0.0], [0.0, 0.0, -0.2], [0.0, 0.0, 0.0], [0.0, 0.0, 0.0], [0.0, 0.0, 0.1], [0.0, 0.0, 0.0], [0.0, 0.0, 0.0], [0.0, 0.0, 0.0], [-0.1, -0.2, -0.1], [0.1, 0.4, 0.2], [-0.1, 0.2, 0.1], [0.2, -0.3, 0.3]], "mulliken_charge": [-0.426, -0.573, 1.060, -0.612, -0.767, -0.631, 0.553, -0.526, -1.277, 0.077, 0.658, 0.214, 0.023, 0.348, -0.538, -1.058, -0.499, 0.688, 0.619, 0.536, 0.475, 0.480, 0.544, 0.464, 0.654, -1.897, -0.265, 0.048, -0.403, 0.538, 0.067, -0.685, -0.222, 0.904, -0.218, 1.126, -0.456, 0.185, -0.329, -1.304, -0.318, -0.765, 0.190, -0.720, -0.727, -0.136, -0.817, -0.674, 0.416, 0.453, 0.453, 0.408, 0.472, 0.849, 0.530, 0.902, 0.513, 0.308, 0.417, 0.384, 0.378, 0.357, 0.402, 0.367, 0.513, 0.395, -0.886, -0.238, 0.739, -0.402, -0.144, -0.791, 0.366, 0.337, 0.322, 0.270, 0.274, 0.143, 0.312, 0.319, -0.267, 0.577, -0.692, 0.627], "total_charge": 3, "homo_energy_ev": [-15.615, -15.613], "e_above_lowest_kcal_mol": 16.2, "gap_ev": [6.58, 6.58], "spin_multiplicity": 1, "lumo_ev": [-9.037, -9.034], "mol_weight_da": 798.689, "energy_ev": -75837.4658}